# 1
A molecular structure, C8H22BIN2NbO, computed with ωB97M-V/def2-TZVPD.

XYZ file:
```
36
C8H22BIN2NbO | OMol25 | ωB97M-V/def2-TZVPD
C -2.755 1.842 -1.178
C -2.503 0.417 -1.667
B -2.600 -0.767 -0.616
O -2.207 -2.013 -1.083
Nb -3.298 -1.022 1.694
I -5.851 -1.181 0.577
C -1.108 -1.000 1.696
C -0.554 0.428 1.810
N 0.059 0.917 0.564
H -2.374 1.986 -0.166
H -2.299 2.591 -1.831
H -3.822 2.070 -1.136
H -1.528 0.343 -2.180
H -3.245 0.156 -2.435
H -1.420 -2.005 -1.636
H -3.701 0.734 2.028
H -3.258 -0.773 3.559
H -3.484 -2.799 2.165
H -0.793 -1.627 2.537
H -0.701 -1.460 0.793
H 0.204 0.458 2.599
H -1.343 1.131 2.105
H 0.028 0.213 -0.163
H -0.408 1.733 0.196
C 3.980 1.368 -0.607
C 4.851 0.153 -0.902
C 4.011 -1.114 -1.102
C 3.284 -1.471 0.117
N 2.673 -1.727 1.054
H 3.408 1.235 0.311
H 4.588 2.268 -0.504
H 3.263 1.539 -1.412
H 5.558 -0.016 -0.088
H 5.441 0.315 -1.807
H 4.626 -1.966 -1.395
H 3.277 -0.956 -1.895
```

Calculated values
- HOMO energy: -3.8 eV
- Gap between HOMO and LUMO: 6.16 eV
- Max |F|: 0.94 eV/A
- Charge: -1
- E: -24006.1265 eV


# 2
7 unconnected molecules or ions with the total composition C18H36BNO28S6 in a non-equilibrium geometry, computed with ωB97M-V/def2-TZVPD.

XYZ file:
```
90
C18H36BNO28S6 | OMol25 | ωB97M-V/def2-TZVPD
N -1.675 -0.640 4.895
C -2.215 0.696 5.199
C -3.721 0.697 5.500
C -4.572 1.035 4.271
C -6.064 1.022 4.581
O -6.708 2.284 4.571
B -8.077 1.846 4.976
O -8.243 0.526 4.249
C -6.975 0.162 3.709
C -6.594 -1.332 3.929
O -6.050 -1.904 2.937
O -6.807 -1.828 5.039
H -1.998 -0.954 3.990
H -2.004 -1.288 5.598
H -1.656 1.070 6.067
H -1.989 1.384 4.383
H -3.936 1.441 6.277
H -4.032 -0.276 5.894
H -4.354 0.312 3.471
H -4.284 2.028 3.911
H -6.197 0.648 5.610
H -8.136 1.628 6.217
H -8.974 2.671 4.708
H -6.973 0.436 2.644
C -1.156 4.527 0.540
C -2.284 3.534 0.372
O -2.025 2.554 1.379
S -1.377 3.245 2.663
O -2.379 3.535 3.614
O -0.191 2.535 2.991
O -0.965 4.636 1.954
H -0.241 4.145 0.091
H -1.394 5.499 0.116
H -2.285 3.063 -0.608
H -3.261 3.985 0.561
C 4.469 3.247 -0.576
C 3.185 2.500 -0.277
O 2.190 3.537 -0.235
S 2.563 4.694 -1.266
O 1.850 4.477 -2.472
O 2.527 5.933 -0.575
O 4.092 4.274 -1.503
H 4.867 3.727 0.320
H 5.232 2.611 -1.017
H 3.221 1.970 0.669
H 2.908 1.815 -1.068
C 1.029 0.419 -5.900
C 0.695 1.489 -6.921
O 0.153 2.560 -6.143
S 0.871 2.609 -4.708
O 1.914 3.564 -4.719
O -0.141 2.614 -3.717
O 1.532 1.148 -4.777
H 0.138 -0.129 -5.587
H 1.782 -0.282 -6.251
H -0.035 1.159 -7.654
H 1.591 1.849 -7.432
C 6.049 -1.784 -2.468
C 5.739 -0.425 -3.062
O 4.307 -0.344 -3.021
S 3.758 -1.133 -1.743
O 3.514 -0.203 -0.697
O 2.761 -2.042 -2.172
O 5.095 -1.933 -1.407
H 5.892 -2.589 -3.189
H 7.060 -1.845 -2.075
H 6.089 -0.317 -4.084
H 6.148 0.383 -2.450
C 3.085 -7.021 -3.128
C 3.178 -5.692 -2.417
O 4.580 -5.554 -2.111
S 5.449 -6.242 -3.250
O 5.883 -5.250 -4.175
O 6.372 -7.126 -2.633
O 4.277 -7.076 -3.936
H 3.107 -7.856 -2.426
H 2.202 -7.103 -3.756
H 2.579 -5.659 -1.510
H 2.889 -4.866 -3.069
C -0.169 -1.438 0.163
C -1.598 -1.862 0.433
O -1.575 -3.282 0.164
S -0.163 -3.889 0.559
O -0.223 -4.481 1.844
O 0.321 -4.635 -0.556
O 0.637 -2.516 0.663
H 0.024 -1.341 -0.908
H 0.092 -0.511 0.666
H -2.320 -1.371 -0.211
H -1.881 -1.708 1.475
```

Calculated values
- HOMO energy: -0.2 eV
- Gap between HOMO and LUMO: 2.23 eV
- Max |F|: 1.52 eV/A
- Charge: -2
- E: -143752.6680 eV


# 3
A molecular structure, C18H12N4O2Pt in a non-equilibrium geometry, computed with ωB97M-V/def2-TZVPD.

XYZ file:
```
37
C18H12N4O2Pt | OMol25 | ωB97M-V/def2-TZVPD
Pt 0.249 0.227 0.000
O 1.377 -3.651 0.000
C 1.335 -2.455 0.000
N 0.125 -1.703 0.000
C -1.144 -2.189 0.000
C -1.549 -3.530 0.000
C -2.921 -3.866 0.000
C -3.889 -2.883 0.000
C -3.529 -1.532 0.000
C -2.170 -1.150 0.000
N -1.679 0.098 0.000
C -2.422 1.331 0.000
O -3.697 1.343 0.000
C -1.556 2.469 0.000
C -2.080 3.774 0.000
C -1.214 4.838 0.000
C 0.164 4.592 0.000
C 0.617 3.293 0.000
N -0.200 2.227 0.000
C 2.499 -1.543 0.000
C 3.782 -2.063 0.000
C 4.860 -1.195 0.000
C 4.612 0.170 0.000
C 3.305 0.619 0.000
N 2.256 -0.207 0.000
H -0.787 -4.294 0.000
H -3.214 -4.906 0.000
H -4.935 -3.158 0.000
H -4.286 -0.755 0.000
H -3.154 3.900 0.000
H -1.593 5.851 0.000
H 0.873 5.406 0.000
H 1.677 3.094 0.000
H 3.896 -3.139 0.000
H 5.873 -1.573 0.000
H 5.425 0.882 0.000
H 3.096 1.678 0.000
```

Calculated values
- HOMO energy (alpha / beta): -13.2 / -16.3 eV
- <S²>: 6.0506
- Spin multiplicity: 5
- Gap between HOMO and LUMO (alpha / beta): 6.12 / 5.77 eV
- Max |F|: 2.86 eV/A
- Charge: +2
- E: -32143.6777 eV


# 4
6 unconnected molecules or ions with the total composition H12O6 in a non-equilibrium geometry, computed with ωB97M-V/def2-TZVPD.

XYZ file:
```
18
H12O6 | OMol25 | ωB97M-V/def2-TZVPD
O -3.405 1.976 11.358
H -4.293 2.349 11.409
H -3.418 1.361 10.593
O -5.177 3.937 8.318
H -4.718 4.599 8.871
H -6.033 4.264 8.017
O -4.317 2.062 6.146
H -4.897 1.565 6.736
H -4.433 2.931 6.531
O -2.110 3.522 7.544
H -2.339 3.036 6.743
H -1.997 2.837 8.220
O -1.346 3.183 10.176
H -1.854 3.018 11.019
H -0.561 2.705 10.399
O -2.768 5.743 9.053
H -2.311 4.994 9.454
H -2.386 5.647 8.156
```

Calculated values
- HOMO energy: -10.7 eV
- Gap between HOMO and LUMO: 10.97 eV
- Energy relative to the best compared isomer or geometry (same formula, charge and spin): 102.25 kJ/mol
- Max |F|: 1.79 eV/A
- Charge: 0
- E: -12480.0540 eV


# 5
A molecular structure, C36H61AgBN6S5Sb, computed with ωB97M-V/def2-TZVPD.

XYZ file:
```
111
C36H61AgBN6S5Sb | OMol25 | ωB97M-V/def2-TZVPD
Ag 0.506 -0.648 -0.560
C 6.135 -0.611 0.584
C 5.069 -0.612 -0.463
C 5.201 -0.668 -1.833
C 3.870 -0.653 -2.318
N 3.016 -0.590 -1.320
N 3.750 -0.562 -0.177
B 3.082 -0.527 1.224
N 2.326 -1.892 1.434
N 1.922 -2.601 0.339
C 1.596 -3.806 0.759
C 1.779 -3.907 2.154
C 2.243 -2.670 2.538
C 2.568 -2.196 3.913
C 1.183 -4.886 -0.211
C 2.145 -6.069 -0.047
C 1.257 -4.365 -1.648
C -0.248 -5.342 0.086
N 2.228 0.797 1.328
N 1.744 1.387 0.197
C 1.308 2.585 0.539
C 1.509 2.806 1.914
C 2.088 1.640 2.375
C 2.434 1.281 3.779
C 0.824 3.553 -0.518
C 1.971 4.519 -0.842
C 0.423 2.795 -1.787
C -0.372 4.358 -0.004
C 3.397 -0.703 -3.753
C 1.870 -0.726 -3.820
C 3.922 0.532 -4.496
C 3.947 -1.969 -4.422
H 7.110 -0.713 0.106
H 6.005 -1.435 1.287
H 6.128 0.314 1.165
H 6.124 -0.719 -2.391
H 3.943 -0.453 2.071
H 1.576 -4.747 2.801
H 2.529 -3.039 4.603
H 1.838 -1.458 4.244
H 3.560 -1.742 3.964
H 3.174 -5.759 -0.249
H 1.878 -6.870 -0.745
H 2.106 -6.473 0.968
H 2.271 -4.037 -1.891
H 0.583 -3.517 -1.779
H 0.960 -5.161 -2.339
H -0.375 -5.610 1.138
H -0.504 -6.213 -0.527
H -0.949 -4.540 -0.147
H 1.250 3.670 2.507
H 2.408 2.178 4.399
H 3.420 0.822 3.856
H 1.696 0.579 4.169
H 2.833 3.967 -1.222
H 2.284 5.065 0.051
H 1.657 5.245 -1.601
H 1.277 2.257 -2.203
H 0.042 3.498 -2.534
H -0.355 2.058 -1.568
H -0.125 4.900 0.913
H -1.208 3.693 0.210
H -0.694 5.085 -0.757
H 1.440 0.172 -3.372
H 1.463 -1.581 -3.277
H 1.547 -0.786 -4.864
H 3.565 1.446 -4.015
H 3.576 0.528 -5.535
H 5.015 0.555 -4.497
H 3.585 -2.860 -3.905
H 5.040 -1.983 -4.399
H 3.623 -2.020 -5.466
S -5.010 -4.523 2.648
C -3.874 -3.505 1.944
S -3.566 -3.414 0.270
C -2.308 -2.191 0.252
C -1.982 -1.696 1.481
S -0.894 -0.397 1.883
S -2.869 -2.426 2.806
S -1.660 -1.779 -1.330
C -5.716 3.480 -0.947
C -4.199 3.305 -0.944
C -3.684 3.093 -2.370
Sb -3.254 1.717 0.294
C -3.375 2.772 2.217
C -4.441 3.860 2.330
C -3.438 1.794 3.392
C -4.884 0.288 0.555
C -5.208 -0.352 -0.796
C -6.162 0.724 1.273
H -6.011 4.317 -1.598
H -6.113 3.682 0.047
H -6.217 2.589 -1.331
H -3.748 4.223 -0.551
H -4.026 2.136 -2.776
H -2.592 3.079 -2.409
H -4.039 3.884 -3.045
H -2.393 3.255 2.251
H -5.450 3.449 2.263
H -4.343 4.623 1.555
H -4.363 4.368 3.302
H -4.394 1.265 3.433
H -3.327 2.335 4.342
H -2.648 1.043 3.331
H -4.382 -0.467 1.170
H -5.706 0.362 -1.461
H -5.887 -1.202 -0.659
H -4.309 -0.717 -1.301
H -6.737 1.432 0.676
H -5.974 1.179 2.243
H -6.804 -0.150 1.442
```

Calculated values
- HOMO energy: -0.9 eV
- Gap between HOMO and LUMO: 5.08 eV
- Max |F|: 0.51 eV/A
- Charge: -2
- E: -112657.8710 eV


# 6
2 unconnected molecules or ions with the total composition C8H16ClFN3O in a non-equilibrium geometry, computed with ωB97M-V/def2-TZVPD.

XYZ file:
```
30
C8H16ClFN3O | OMol25 | ωB97M-V/def2-TZVPD
C -1.703 -0.505 -0.721
C 2.252 1.836 -0.525
C 0.754 1.716 -0.317
C 0.343 0.230 -0.178
C 2.218 0.201 1.362
C -3.660 0.312 0.580
C -3.112 -2.132 0.105
C -3.136 -0.709 -0.454
N -1.035 0.202 0.080
N 2.863 1.073 0.588
N 1.091 -0.283 1.000
O 4.470 -0.595 -0.074
F 0.435 2.412 0.804
Cl 5.451 -1.279 -1.079
H -1.232 -1.113 -1.450
H 2.543 1.294 -1.396
H 2.730 2.781 -0.564
H 0.380 2.154 -1.253
H 0.749 -0.195 -1.180
H 2.749 -0.152 2.285
H -4.278 1.040 -0.001
H -4.165 -0.074 1.481
H -2.774 0.878 1.015
H -2.147 -2.537 0.311
H -3.460 -2.038 1.151
H -3.616 -2.839 -0.379
H -3.664 -0.808 -1.464
H 3.803 1.257 0.913
H 0.510 -0.936 1.474
H 4.638 -1.192 -2.113
```

Calculated values
- HOMO energy: -13.1 eV
- Gap between HOMO and LUMO: 9.94 eV
- Energy relative to the best compared isomer or geometry (same formula, charge and spin): 112.74 kJ/mol
- Max |F|: 4.53 eV/A
- Charge: +1
- E: -30301.5941 eV


# 7
A molecular structure, C5H13BrClInN, computed with ωB97M-V/def2-TZVPD.

XYZ file:
```
22
C5H13BrClInN | OMol25 | ωB97M-V/def2-TZVPD
C -0.022 -2.414 2.120
N -1.304 -1.787 1.795
C -1.150 -0.831 0.671
In -0.045 1.027 1.202
Br -1.677 3.046 1.644
C 1.270 1.679 -0.496
C 0.643 1.768 -1.890
C 0.302 0.414 -2.510
Cl -1.468 0.175 -2.723
H -0.165 -3.089 2.964
H 0.709 -1.650 2.364
H 0.350 -3.025 1.286
H -1.903 -2.539 1.461
H -0.653 -1.327 -0.174
H -2.141 -0.546 0.330
H 0.971 0.878 2.652
H 2.125 1.001 -0.532
H 1.678 2.666 -0.282
H 1.359 2.245 -2.565
H -0.258 2.373 -1.887
H 0.708 0.349 -3.513
H 0.674 -0.413 -1.917
```

Calculated values
- HOMO energy: -4.5 eV
- Gap between HOMO and LUMO: 7.65 eV
- Max |F|: 0.74 eV/A
- Charge: -1
- E: -94625.9715 eV


# 8
2 unconnected molecules or ions with the total composition C4H8N2O in a non-equilibrium geometry, computed with ωB97M-V/def2-TZVPD.

XYZ file:
```
15
C4H8N2O | OMol25 | ωB97M-V/def2-TZVPD
C 0.509 -0.996 0.121
C -0.778 -0.281 -0.084
C -1.603 0.321 0.817
N -2.584 1.071 0.195
C -2.253 1.039 -1.064
N -1.169 0.234 -1.331
H 1.313 -0.642 -0.525
H 0.910 -0.719 1.094
H 0.299 -2.053 -0.068
H -1.573 0.149 1.882
H -2.881 1.394 -1.868
H -1.229 -0.391 -2.127
O 3.537 -0.045 0.799
H 4.375 0.437 0.665
H 3.126 0.481 1.493
```

Calculated values
- HOMO energy: -8.6 eV
- Gap between HOMO and LUMO: 9.26 eV
- Energy relative to the best compared isomer or geometry (same formula, charge and spin): 136.39 kJ/mol
- Max |F|: 1.57 eV/A
- Charge: 0
- E: -9304.9796 eV


# 9
A molecular structure, C34H34Br57FN2O7S3 in a non-equilibrium geometry, computed with ωB97M-V/def2-TZVPD.

XYZ file:
```
138
C34H34Br57FN2O7S3 | OMol25 | ωB97M-V/def2-TZVPD
O 5.934 -0.734 -1.173
C 6.146 -0.309 -2.342
F 7.110 0.712 -2.572
C 5.320 -0.967 -3.538
C 3.839 -0.404 -3.748
C 3.079 -1.002 -4.824
S 3.908 -2.327 -5.860
C 1.571 -0.629 -5.184
O 1.004 -1.328 -6.080
C 0.889 0.600 -4.425
C -0.574 1.025 -4.922
C -1.645 -0.195 -4.893
C -1.648 -1.024 -3.517
S -2.739 -0.312 -2.201
O -2.291 1.034 -1.683
O -4.165 -0.248 -2.691
O -2.644 -1.388 -0.887
C 1.633 1.209 -3.377
C 0.946 2.471 -2.620
C 0.797 3.766 -3.570
S 2.413 4.654 -3.801
C 2.817 5.640 -2.302
N 2.277 5.658 -0.971
N 3.054 6.606 -0.323
C 4.009 7.188 -1.214
O 3.879 6.574 -2.506
C 3.097 0.704 -2.883
O 3.508 1.223 -1.810
H 5.221 -2.102 -3.331
H 5.898 -0.855 -4.522
H 4.513 -1.700 -6.943
H -0.463 1.326 -6.037
H -1.033 1.906 -4.361
H -2.679 0.279 -5.015
H -1.516 -0.909 -5.795
H -0.616 -1.219 -3.064
H -2.087 -2.069 -3.767
H -1.815 -1.185 -0.381
H 1.521 2.804 -1.690
H -0.127 2.218 -2.254
H 0.301 3.566 -4.579
H 0.095 4.505 -3.013
H 4.810 7.991 -1.035
C -7.238 -2.005 -1.741
Br -7.756 -3.472 -0.581
Br -6.904 -2.604 -3.555
Br -8.523 -0.553 -1.685
H -6.296 -1.613 -1.357
C 7.098 9.619 1.346
Br 7.642 9.206 3.162
Br 8.498 9.222 0.064
Br 5.428 8.749 0.879
H 6.920 10.693 1.302
C 5.610 10.419 -3.493
Br 5.721 11.616 -1.968
Br 5.434 8.565 -2.944
Br 4.204 10.945 -4.720
H 6.553 10.505 -4.033
C -8.689 -6.609 2.127
Br -9.766 -6.797 0.526
Br -9.402 -7.645 3.605
Br -6.823 -7.020 1.792
H -8.736 -5.562 2.422
C -7.887 -10.766 5.554
Br -9.242 -11.807 6.475
Br -6.667 -9.910 6.795
Br -6.944 -11.821 4.228
H -8.405 -9.971 5.018
C 9.438 3.122 -0.459
Br 7.524 3.393 -0.603
Br 10.234 2.680 -2.173
Br 10.320 4.634 0.379
H 9.590 2.262 0.194
C -6.652 -2.330 3.367
Br -6.517 -0.631 2.441
Br -8.421 -3.107 3.194
Br -5.260 -3.565 2.814
H -6.496 -2.130 4.425
C -8.823 -7.311 -3.604
Br -9.367 -8.008 -5.331
Br -6.896 -7.124 -3.475
Br -9.736 -5.654 -3.175
H -9.123 -8.043 -2.855
C -7.742 -6.815 9.277
Br -7.756 -5.585 7.776
Br -7.949 -5.890 10.970
Br -9.053 -8.229 9.063
H -6.761 -7.289 9.291
C -9.385 -0.626 6.790
Br -10.443 -0.828 5.174
Br -10.114 -1.660 8.260
Br -7.510 -1.024 6.493
H -9.444 0.423 7.079
C 7.995 13.612 0.890
Br 6.079 13.893 0.742
Br 8.799 13.200 -0.827
Br 8.878 15.104 1.760
H 8.140 12.740 1.527
C 6.293 14.266 -5.220
Br 5.799 13.622 -6.983
Br 8.217 14.421 -5.022
Br 5.386 15.922 -4.777
H 5.957 13.517 -4.502
C 13.331 1.845 -5.169
Br 11.415 2.112 -5.312
Br 14.126 1.402 -6.883
Br 14.210 3.359 -4.335
H 13.485 0.987 -4.516
C 5.656 2.183 2.847
Br 5.143 1.504 1.104
Br 7.582 2.349 3.023
Br 4.750 3.845 3.269
H 5.332 1.447 3.582
C -10.076 -13.168 10.309
Br -11.210 -14.073 11.597
Br -9.620 -11.372 10.886
Br -8.496 -14.210 9.880
H -10.652 -13.070 9.390
C 8.759 -0.784 -7.323
Br 8.771 0.446 -8.822
Br 8.529 0.142 -5.633
Br 7.449 -2.196 -7.557
H 9.739 -1.260 -7.294
C -8.308 -15.128 2.165
Br -8.840 -16.593 3.321
Br -7.966 -15.727 0.352
Br -9.587 -13.671 2.213
H -7.368 -14.740 2.555
C 2.128 6.541 4.976
Br 0.777 5.621 3.931
Br 2.614 5.543 6.567
Br 3.681 6.994 3.906
H 1.687 7.480 5.311
C -3.830 -6.639 6.194
Br -3.249 -4.814 6.503
Br -4.193 -7.573 7.856
Br -5.341 -6.721 4.982
H -3.004 -7.159 5.710
```

Calculated values
- HOMO energy: -8.9 eV
- Gap between HOMO and LUMO: 6.57 eV
- Max |F|: 6.28 eV/A
- Charge: 0
- E: -4080751.5791 eV